{"formula": "C25H32BCl3N3O5PdS2Si", "method": "wB97M-V/def2-TZVPD", "relative_energy_kj_mol": 111.7, "homo_lumo_gap_ev": 7.63, "total_charge": -1, "largest_force_ev_per_a": 0.54, "e_homo_ev": -5.56, "elements": ["Pd", "O", "S", "C", "C", "C", "C", "S", "O", "C", "C", "C", "C", "C", "C", "C", "C", "C", "C", "C", "C", "H", "H", "H", "H", "H", "H", "H", "H", "H", "H", "H", "H", "H", "H", "H", "H", "H", "H", "Cl", "Si", "Cl", "Cl", "B", "C", "N", "H", "H", "H", "C", "C", "C", "C", "C", "C", "O", "N", "C", "O", "N", "C", "O", "H", "H", "H", "H", "H", "H", "H", "H", "H", "H", "H"], "xyz": [[0.111036, -0.008811, -0.360428], [0.343075, -0.020458, 1.917333], [-0.542311, -1.049448, 2.593859], [0.526614, -2.515633, 2.839043], [1.493036, -2.730362, 1.660269], [2.945161, -2.371290, 1.980041], [3.177093, -0.902696, 2.320174], [3.510171, 0.119219, 0.856183], [2.520482, -0.184068, -0.234066], [3.067249, 1.693156, 1.574088], [3.590440, 2.084423, 2.802187], [3.205072, 3.299518, 3.345024], [2.318172, 4.119459, 2.655764], [1.835121, 3.732089, 1.416134], [2.213963, 2.515446, 0.862691], [-0.619261, -0.460924, 4.268548], [-1.102722, -1.275640, 5.282868], [-1.183690, -0.773575, 6.571598], [-0.794021, 0.534235, 6.834355], [-0.327607, 1.340652, 5.807142], [-0.239131, 0.848804, 4.511590], [-0.168708, -3.349508, 2.928596], [1.057814, -2.394059, 3.785008], [1.170974, -2.159197, 0.790606], [1.442660, -3.777803, 1.360551], [3.573810, -2.667487, 1.136199], [3.284509, -2.959460, 2.839439], [4.083202, -0.786216, 2.918758], [2.332926, -0.461992, 2.844907], [4.279108, 1.447987, 3.341936], [3.592475, 3.604508, 4.308099], [2.011682, 5.065305, 3.084264], [1.154238, 4.368536, 0.867056], [1.836656, 2.223949, -0.110527], [-1.422141, -2.288073, 5.071983], [-1.555536, -1.402240, 7.369680], [-0.862554, 0.924055, 7.841595], [-0.034922, 2.362977, 6.009136], [0.120822, 1.457396, 3.693213], [0.295754, -2.075880, -3.181357], [-0.026126, -0.168162, -2.534181], [1.425327, 0.954993, -3.440438], [-1.869221, 0.408324, -3.217359], [-2.327522, -4.162774, 0.138578], [-1.573191, -2.784445, -0.143610], [-0.970730, -1.804627, -0.238747], [-2.296202, -4.832020, -0.874098], [-1.703163, -4.705327, 1.040030], [-3.465274, -3.911802, 0.479665], [-4.904524, 1.975792, -0.258653], [-4.701636, 2.711540, 1.058598], [-3.259838, 3.201319, 1.273067], [-3.151770, 3.919090, 2.625477], [-1.748429, 4.416937, 2.939405], [-2.931150, 4.202117, 0.183487], [-3.543193, 5.242788, 0.039540], [-1.892657, 3.872963, -0.637810], [-1.141238, 2.693157, -0.567545], [-0.218191, 2.584633, -1.382601], [-1.419230, 1.749645, 0.331152], [-2.343618, 1.964752, 1.294696], [-2.492072, 1.174893, 2.222236], [-5.933633, 1.627342, -0.350140], [-4.252731, 1.104101, -0.334643], [-4.699487, 2.622194, -1.114749], [-4.931076, 2.050956, 1.896899], [-5.358006, 3.583339, 1.114956], [-3.471235, 3.203517, 3.384893], [-3.855018, 4.754512, 2.612735], [-1.024290, 3.600155, 2.904726], [-1.706532, 4.854310, 3.937612], [-1.428231, 5.184540, 2.230725], [-1.653830, 4.515468, -1.381196]], "forces_ev_per_a": [[-0.2756, -0.1319, 0.4159], [0.0298, -0.2201, 0.1154], [-0.0935, 0.3117, -0.3626], [0.1759, 0.0136, 0.0534], [-0.0425, 0.0837, -0.0113], [-0.0205, -0.0617, 0.0543], [-0.0728, 0.0289, 0.1138], [-0.0031, -0.1716, -0.4702], [0.2599, 0.1496, 0.2816], [-0.0324, -0.0071, 0.0655], [-0.0775, 0.0528, 0.0137], [-0.0068, -0.0068, -0.0424], [0.0031, 0.0210, 0.0056], [0.0021, -0.0225, -0.0110], [-0.0427, 0.0692, -0.0863], [0.1035, -0.0124, 0.0951], [-0.0176, 0.0620, 0.0207], [0.0057, 0.0255, 0.0106], [-0.0165, -0.0373, 0.0130], [0.0070, 0.0201, -0.0386], [0.0133, -0.0387, 0.1471], [-0.0347, -0.0381, -0.0160], [0.0327, -0.0336, -0.0091], [0.0078, -0.0586, 0.0479], [0.0104, -0.0138, 0.0274], [0.0195, 0.0056, -0.0132], [-0.0167, -0.0214, -0.0337], [0.0024, 0.0025, 0.0023], [-0.0282, -0.0217, 0.0449], [0.0053, -0.0132, 0.0177], [0.0141, 0.0073, 0.0216], [-0.0089, -0.0010, 0.0095], [-0.0390, 0.0169, -0.0126], [-0.0520, -0.0649, 0.0259], [-0.0071, -0.0434, -0.0259], [-0.0111, -0.0062, 0.0226], [-0.0016, 0.0122, 0.0150], [0.0054, 0.0212, 0.0065], [-0.0129, -0.0054, -0.0364], [0.0711, -0.3476, -0.3220], [-0.0634, 0.2067, 0.5002], [0.1668, 0.0969, -0.2218], [-0.1551, 0.0215, -0.2051], [0.0724, 0.1204, -0.0644], [-0.0361, -0.2291, 0.2737], [-0.1111, -0.0041, -0.3966], [0.0145, 0.0338, 0.0312], [0.0044, 0.0411, -0.0084], [0.0474, 0.0155, -0.0061], [-0.0193, -0.0300, -0.0432], [-0.0302, 0.0009, 0.0322], [0.1286, -0.0135, -0.0470], [-0.0784, -0.0316, 0.0520], [0.0551, 0.0111, -0.0045], [0.0696, -0.0728, -0.1004], [-0.0752, 0.1095, 0.0243], [-0.1166, 0.1486, 0.1079], [0.1718, 0.0377, -0.3484], [0.0310, 0.0290, 0.0485], [0.0266, 0.2916, -0.0205], [0.1843, -0.2755, 0.0940], [-0.1471, 0.0314, 0.0544], [-0.0155, 0.0005, 0.0018], [0.0196, -0.0175, 0.0092], [0.0095, 0.0197, -0.0076], [-0.0200, 0.0089, -0.0112], [-0.0014, -0.0147, 0.0005], [0.0022, 0.0251, 0.0028], [-0.0057, -0.0100, 0.0287], [0.0173, -0.0255, -0.0038], [-0.0018, 0.0217, 0.0292], [0.0036, 0.0039, -0.0283], [-0.0034, -0.0757, 0.0710]], "mulliken_charge": [0.300, 0.627, 0.885, -0.996, 0.143, -1.567, 0.254, -0.099, -0.446, 0.608, -0.530, -0.603, -0.621, -0.484, -0.381, 0.376, -0.542, -0.648, -0.528, -0.857, -0.107, 0.535, 0.529, -0.106, 0.440, 0.483, 0.422, 0.540, -0.288, 0.334, 0.414, 0.403, 0.425, 0.673, 0.453, 0.391, 0.382, 0.452, 0.177, -0.325, 0.373, -0.307, -0.296, 0.387, -0.088, -0.764, -0.176, -0.210, -0.173, -1.118, -1.452, 2.981, -1.721, -0.747, -0.208, -0.705, 0.168, -0.177, -0.643, 1.026, -1.232, -0.729, 0.480, 0.203, 0.261, 0.417, 0.451, 0.454, 0.441, -0.114, 0.539, 0.266, 0.301]}

{"formula": "C25H32BFN", "method": "wB97M-V/def2-TZVPD", "relative_energy_kj_mol": 15.1, "homo_lumo_gap_ev": 5.33, "total_charge": 1, "largest_force_ev_per_a": 1.61, "e_homo_ev": -11.30, "elements": ["F", "C", "C", "C", "C", "C", "C", "C", "C", "C", "C", "C", "C", "C", "H", "H", "H", "H", "H", "H", "H", "H", "H", "H", "C", "C", "C", "N", "C", "C", "C", "C", "C", "C", "C", "C", "C", "B", "H", "H", "H", "H", "H", "H", "H", "H", "H", "H", "H", "H", "H", "H", "H", "H", "H", "H", "H", "H", "H", "H"], "xyz": [[-4.706553, -3.512376, -0.934299], [-3.748209, -2.904069, -1.666400], [-4.071142, -1.847748, -2.502636], [-3.103415, -1.230312, -3.248419], [-1.749046, -1.625415, -3.180500], [-0.830498, -0.874108, -3.955883], [0.585123, -0.837039, -4.042325], [1.144619, 0.170166, -4.858831], [2.500158, 0.344062, -4.959035], [3.359128, -0.487533, -4.267747], [2.846997, -1.501282, -3.477074], [1.489698, -1.679215, -3.362721], [-1.447930, -2.716153, -2.336208], [-2.428565, -3.329415, -1.596301], [-5.087464, -1.496652, -2.522526], [-3.371658, -0.413476, -3.895155], [-1.311186, -0.139444, -4.585390], [0.482519, 0.831192, -5.390603], [2.893830, 1.155401, -5.549659], [4.422724, -0.336726, -4.335414], [3.520514, -2.138801, -2.928122], [1.128189, -2.469361, -2.737384], [-0.450894, -3.102309, -2.281383], [-2.192146, -4.135367, -0.924971], [-1.784164, -0.278118, 0.519691], [-1.182469, 0.147423, 1.857040], [-2.201298, 1.028018, 2.586579], [0.200758, 0.845333, 1.820195], [0.494870, 1.440505, 3.130202], [0.631226, 0.605725, 4.228950], [0.907503, 1.109319, 5.483842], [1.053327, 2.468631, 5.662694], [0.920972, 3.315361, 4.579969], [0.644193, 2.803787, 3.325362], [1.374987, -0.065964, 1.382610], [2.713398, 0.627621, 1.652609], [1.370211, -0.564611, -0.060265], [0.087897, 1.972453, 0.714407], [-0.146514, 1.555841, -0.362548], [-2.774919, -0.713772, 0.663966], [-1.915304, 0.572177, -0.147399], [-1.201668, -1.035090, 0.005327], [-1.021259, -0.757402, 2.462666], [-3.146019, 0.504482, 2.747049], [-1.838149, 1.355196, 3.561924], [-2.426858, 1.922035, 2.004701], [0.517591, -0.455362, 4.097331], [1.009623, 0.442710, 6.326265], [1.269088, 2.868216, 6.641312], [1.034305, 4.379984, 4.716402], [0.542975, 3.471913, 2.489658], [1.308711, -0.941947, 2.045782], [3.557781, -0.044530, 1.485971], [2.848942, 1.480527, 0.987214], [2.785263, 0.996112, 2.676990], [2.277155, -1.134302, -0.273016], [0.544506, -1.233624, -0.281420], [1.352545, 0.261307, -0.769475], [-0.773766, 2.739138, 0.961411], [1.089766, 2.586885, 0.614990]], "forces_ev_per_a": [[1.1611, 0.7092, -0.8122], [-0.2996, -0.0187, 0.0781], [-0.8273, 0.1271, 0.2645], [0.2260, -0.0240, -0.0068], [0.1111, -0.0497, -0.1826], [0.2436, -0.2431, 0.3501], [-0.0327, -0.1074, -0.0640], [-0.3661, 0.0655, 0.0096], [0.0934, 0.4253, -0.2201], [-0.0272, 0.1110, -0.0461], [-0.1237, -0.3485, 0.2947], [0.0036, -0.0898, 0.1275], [-0.2224, -0.0165, 0.0448], [0.1516, -0.4599, 0.4328], [-0.2482, 0.0232, -0.1192], [-0.1280, 0.2035, -0.0945], [-0.0993, 0.2036, -0.0970], [-0.1447, 0.1676, -0.1359], [0.0278, 0.0339, -0.1397], [0.2032, 0.0010, -0.0114], [0.0397, -0.1424, 0.0463], [0.0649, -0.1233, 0.1561], [0.1063, -0.1275, 0.1517], [0.1220, -0.2638, 0.0554], [0.0622, 0.0514, -0.3637], [-0.1427, -0.4718, 0.8865], [-0.0008, 0.3286, 0.1534], [-0.2760, 0.1286, -1.5759], [0.1510, -0.1189, 0.8027], [-0.0651, -0.2709, -0.2437], [0.0019, -0.1938, 0.0920], [0.0558, 0.2544, 0.1823], [0.0209, -0.0845, 0.1467], [-0.0972, 0.1378, -0.5735], [0.3335, -0.5023, 0.8256], [0.1155, 0.3171, 0.1074], [-0.1288, 0.0535, -0.3089], [-0.0566, 1.1011, -0.8039], [-0.1316, -0.6040, -0.4681], [0.0288, 0.0239, 0.4304], [0.0723, -0.0158, 0.0768], [-0.0053, 0.0550, -0.0003], [0.0015, 0.1183, -0.0961], [0.1926, -0.2343, -0.0974], [-0.1308, -0.0907, -0.1016], [0.0736, -0.0724, -0.0131], [-0.0176, -0.3248, 0.0552], [-0.0038, -0.1168, 0.0367], [0.0226, 0.0330, 0.1073], [-0.0072, 0.0927, -0.0763], [-0.0083, 0.0716, -0.0694], [-0.0155, 0.1226, -0.1027], [-0.2478, -0.2054, -0.0018], [-0.0849, -0.0537, 0.0218], [0.0628, -0.1029, -0.1402], [0.1318, 0.0283, 0.4087], [-0.0293, 0.0179, -0.0164], [-0.0609, -0.0052, 0.0896], [-0.5191, 0.2808, 0.3824], [0.6675, 0.1951, 0.1655]], "nbo_charge": [-0.278, 0.509, -0.293, -0.056, -0.193, 0.151, -0.111, -0.085, -0.229, -0.078, -0.209, -0.111, -0.081, -0.272, 0.258, 0.233, 0.218, 0.225, 0.244, 0.239, 0.238, 0.210, 0.220, 0.253, -0.625, -0.009, -0.635, -0.428, 0.154, -0.243, -0.202, -0.197, -0.211, -0.167, -0.010, -0.635, -0.624, -0.275, -0.052, 0.217, 0.244, 0.193, 0.196, 0.223, 0.231, 0.237, 0.210, 0.223, 0.223, 0.224, 0.252, 0.197, 0.221, 0.237, 0.233, 0.216, 0.192, 0.244, -0.026, -0.028]}

{"formula": "C25H32BN8Pt", "method": "wB97M-V/def2-TZVPD", "relative_energy_kj_mol": 182.8, "homo_lumo_gap_ev": [4.49, 4.48], "multiplicity": 2, "total_charge": 4, "largest_force_ev_per_a": 3.54, "e_homo_ev": [-20.53, -20.53], "elements": ["Pt", "C", "C", "C", "C", "C", "C", "C", "C", "C", "H", "H", "H", "H", "H", "H", "H", "H", "H", "H", "H", "H", "C", "C", "C", "C", "N", "N", "B", "N", "C", "C", "C", "C", "N", "N", "C", "C", "C", "C", "N", "N", "C", "C", "C", "C", "N", "H", "H", "H", "H", "H", "H", "H", "H", "H", "H", "H", "H", "H", "H", "H", "H", "H", "H", "H", "H"], "xyz": [[-0.733284, 0.459239, 0.528870], [-0.120660, 3.055229, 1.649554], [-1.264927, 2.099634, 1.941624], [-2.335776, 1.974101, 0.991214], [-3.603450, 1.394861, 1.379293], [-4.771776, 1.445620, 0.487157], [-3.732179, 0.863841, 2.673167], [-2.694990, 0.928059, 3.604701], [-2.901753, 0.418754, 4.970398], [-1.453073, 1.542892, 3.214031], [0.294216, 2.953659, 0.642844], [0.679384, 2.984860, 2.383676], [-0.504800, 4.080469, 1.691166], [-2.344987, 2.663915, 0.152895], [-5.342330, 0.512622, 0.512680], [-4.527184, 1.717000, -0.537179], [-5.477631, 2.199894, 0.873050], [-4.680481, 0.435897, 2.978018], [-3.372832, -0.569543, 4.962167], [-3.639448, 1.037452, 5.506066], [-1.996957, 0.411717, 5.573765], [-0.691461, 1.681084, 3.975519], [-1.970608, 2.482098, -2.480283], [-0.634291, 1.855234, -2.455830], [0.355962, 1.964429, -3.448995], [1.344724, 1.077979, -3.089680], [0.987221, 0.459002, -1.944679], [-0.208832, 0.957592, -1.556203], [1.590452, -0.819095, -1.324641], [0.434028, -1.807750, -1.098362], [0.298363, -3.115638, -1.385818], [-0.889369, -3.575047, -0.856078], [-1.459593, -2.475017, -0.200001], [-2.705119, -2.378115, 0.596733], [-0.635680, -1.434006, -0.372201], [2.141974, -0.565476, 0.096426], [3.337954, -0.871983, 0.644086], [3.244183, -0.765248, 2.012213], [1.912249, -0.402890, 2.275426], [1.284946, -0.309317, 3.610624], [1.281869, -0.269170, 1.103365], [2.658285, -1.339948, -2.321651], [2.452837, -2.048428, -3.528612], [3.624059, -2.108847, -4.187185], [4.563778, -1.414677, -3.332741], [5.968418, -1.175362, -3.533910], [3.891091, -0.955822, -2.219029], [-1.913129, 3.572194, -2.489690], [-2.606473, 2.137903, -1.669148], [-2.445553, 2.226278, -3.430808], [0.313716, 2.600714, -4.316818], [2.276743, 0.884738, -3.591500], [1.040947, -3.667554, -1.936494], [-1.296000, -4.570097, -0.921172], [-2.707775, -3.116512, 1.400190], [-3.577500, -2.609621, -0.017916], [-2.811754, -1.371790, 1.012381], [4.190956, -1.123870, 0.048851], [4.014788, -0.934172, 2.744422], [1.634048, 0.574534, 4.152120], [1.621776, -1.149384, 4.220539], [0.196177, -0.313056, 3.553196], [1.486206, -2.423345, -3.822036], [3.843792, -2.580550, -5.131368], [6.523124, -2.110447, -3.726744], [6.434354, -0.610981, -2.731587], [6.129026, -0.670727, -4.504075]], "forces_ev_per_a": [[1.8420, -2.4686, -1.7363], [0.1031, 0.5173, -0.0004], [-0.2068, 0.7486, 0.0141], [0.8740, 0.2381, -0.4118], [-0.3758, -0.3055, 0.2553], [0.0476, -0.1203, -0.2224], [0.4462, 0.0186, 0.2221], [-1.2590, -0.4998, -0.3211], [0.0832, -0.0032, 0.3622], [0.6275, 0.1620, -0.6410], [0.0495, -0.0574, 0.0887], [0.0282, -0.1534, -0.0406], [-0.0689, -0.0542, 0.0920], [-0.0230, 0.0453, 0.1694], [0.0227, -0.0054, 0.0102], [-0.0327, 0.0030, 0.0195], [0.0858, 0.0561, 0.0662], [-0.0338, 0.0109, -0.0207], [0.1078, -0.0335, -0.0587], [0.0508, 0.1326, -0.1379], [0.0173, -0.0759, -0.0208], [0.0274, -0.0410, -0.0701], [-0.2057, 0.3027, -0.1702], [-0.0331, 0.3067, -0.4286], [-0.2051, -0.2097, 0.5136], [-0.4003, 0.4029, 0.0118], [0.6097, -0.0956, 0.2187], [-0.7396, -0.4434, 1.6854], [-0.0088, 0.2329, 0.5198], [0.4379, -0.2251, -0.5090], [-0.4023, -0.1331, 0.1806], [-0.0075, 0.4345, 0.1412], [-0.1268, -0.3503, 0.1902], [-0.1953, -0.1314, -0.0229], [-0.0900, 1.3924, 0.3890], [0.6251, 0.0396, -0.5487], [-0.1573, 0.2191, 0.5195], [-0.5279, 0.1353, -0.1559], [0.4540, -0.2625, 0.2862], [0.1652, 0.2597, 0.3080], [-1.4162, 0.4828, -0.6186], [0.3065, 0.0839, 0.2094], [0.0382, -0.2584, -0.7210], [0.0823, 0.1214, 0.3671], [-0.2501, -0.5126, -0.7355], [0.4412, 0.1223, -0.1203], [-0.2741, 0.3263, 0.6764], [0.0707, -0.0035, 0.1951], [-0.0129, -0.0314, -0.1574], [-0.0623, -0.1077, 0.0994], [-0.0003, 0.0105, -0.0394], [0.0392, -0.1926, 0.0332], [0.0805, 0.0603, -0.0338], [-0.0366, -0.0234, 0.0111], [0.0976, 0.1102, 0.0646], [0.0347, 0.1260, -0.0499], [-0.1284, -0.0903, 0.0763], [0.0504, -0.0506, -0.1712], [0.0253, -0.0514, 0.0250], [-0.0997, 0.0865, -0.1080], [-0.1919, -0.0851, -0.0764], [0.0370, -0.1498, 0.0498], [-0.0830, 0.0459, 0.0808], [-0.0440, -0.0150, -0.0249], [-0.1722, -0.0758, 0.1632], [-0.0116, -0.0188, -0.0099], [-0.1254, 0.1014, 0.0684]], "nbo_charge": [1.310, -0.664, -0.126, -0.393, 0.288, -0.706, -0.241, 0.177, -0.703, -0.016, 0.237, 0.266, 0.293, 0.291, 0.295, 0.255, 0.334, 0.282, 0.297, 0.326, 0.263, 0.274, -0.658, 0.226, -0.274, 0.067, -0.367, -0.229, 0.919, -0.353, 0.059, -0.271, 0.221, -0.644, -0.202, -0.369, 0.072, -0.282, 0.227, -0.662, -0.305, -0.238, -0.002, -0.259, 0.403, -0.723, -0.159, 0.282, 0.198, 0.293, 0.294, 0.257, 0.261, 0.295, 0.283, 0.285, 0.182, 0.272, 0.289, 0.267, 0.295, 0.197, 0.265, 0.302, 0.334, 0.282, 0.330]}